Entry 1:
15
Properties=species:S:1:pos:R:3:mulliken_charge:R:1 method="wB97M-V/def2-TZVPD" energy_ev=-19206.21992 multiplicity=1 de_lowest_kcal_mol=50.2 smiles=OC[C@@H]1[C@@H](O)[C@@H]1S largest_force_ha_per_bohr=0.033 charge=0 e_homo_ev=-8.4805
C -0.5733 -1.4764 0.2373 -0.783
C -0.6064 -0.0208 0.5904 0.005
C -0.2164 0.9826 -0.4624 -0.073
C 0.6352 0.8231 0.7359 -0.262
H -0.1327 -1.4227 -1.6494 0.322
H -1.6201 -1.7765 0.0478 0.327
H -0.2300 -2.0925 1.0795 0.313
H -1.3903 0.3444 1.2585 0.424
H 0.1254 0.4834 -1.3962 0.230
H -0.3450 2.7050 -1.2855 0.342
H 0.4976 1.5642 1.5083 0.322
H 2.0974 -0.7187 -0.0911 0.141
O 0.2686 -1.8176 -0.8487 -0.524
O -0.8272 2.2069 -0.5877 -0.530
S 2.3172 0.2155 0.8633 -0.254


Entry 2:
101
Properties=species:S:1:pos:R:3:lowdin_spin:R:1 method="wB97M-V/def2-TZVPD" energy_ev=-130209.44470 multiplicity=2 de_lowest_kcal_mol=34.6 largest_force_ha_per_bohr=0.048 charge=+1 e_homo_ev="-10.4894 / -10.4102"
V 0.1158 0.4612 0.2097 1.070
C -0.2237 -3.9386 3.6147 0.000
N -0.1972 -2.4952 3.4100 0.000
C -0.9937 -1.6841 4.3215 0.000
C 0.5221 -1.9066 2.4558 0.001
O 0.5779 -0.6724 2.3339 0.007
C 1.3091 -2.8135 1.5130 0.000
O 1.9698 -2.0954 0.4879 0.004
C 3.1755 -1.4819 0.8594 0.000
C 3.0586 0.0264 0.8095 -0.001
O 1.9290 0.4904 0.4915 -0.006
N 4.0608 0.7986 1.0935 -0.001
C 5.4048 0.2329 1.2862 0.000
C 3.9389 2.2666 1.0726 0.000
H 0.5278 -4.2562 4.3397 0.000
H -0.0747 -4.4766 2.6851 0.000
H -1.2042 -4.2149 3.9971 0.000
H -0.6359 -1.8007 5.3449 0.000
H -2.0350 -2.0039 4.2730 0.000
H -0.9207 -0.6431 4.0286 0.000
H 0.6161 -3.4879 1.0182 0.000
H 2.0312 -3.4078 2.0817 0.000
H 3.9604 -1.7937 0.1641 0.000
H 3.4911 -1.7674 1.8678 0.000
H 5.3983 -0.5557 2.0355 0.000
H 6.0528 1.0297 1.6357 0.000
H 5.7971 -0.1515 0.3457 0.000
H 2.8933 2.5521 1.0283 0.000
H 4.4782 2.6555 0.2103 0.000
H 4.3776 2.6457 1.9936 0.000
Cl -7.2508 -0.9196 -0.8146 -0.001
C -5.5624 -0.5996 -0.5626 -0.002
C -5.0642 0.6743 -0.7465 0.001
C -3.7111 0.9272 -0.5597 -0.003
Cl -3.1507 2.5332 -0.8966 -0.001
C -2.8658 -0.0840 -0.1585 -0.001
O -1.5345 0.1620 0.0054 -0.033
C -3.3668 -1.3627 0.0261 -0.002
C -2.5807 -2.5582 0.4379 0.000
O -1.4949 -2.5733 0.9601 0.001
C -4.7128 -1.6217 -0.1922 0.000
H -5.7185 1.4795 -1.0521 0.000
H -3.1344 -3.5058 0.3058 0.000
H -5.0928 -2.6290 -0.0686 0.000
C -2.0303 4.6320 2.5800 0.000
C -1.3305 3.3746 3.0617 -0.002
C -2.0558 2.8130 4.2694 0.000
O -1.4674 2.3902 2.0014 0.001
B -0.2262 2.0031 1.5748 -0.007
O 0.8008 2.6115 2.2636 0.000
C 0.2374 3.5258 3.2491 -0.002
C 0.7567 3.0710 4.5978 0.000
C 0.7715 4.9090 2.9252 0.000
H -3.0776 4.3970 2.3861 0.000
H -1.5951 5.0080 1.6547 0.000
H -1.9929 5.4231 3.3312 0.000
H -3.1003 2.6473 4.0039 0.000
H -2.0248 3.5067 5.1115 0.000
H -1.6342 1.8595 4.5870 0.000
H 0.4961 2.0315 4.7963 0.000
H 0.3651 3.6943 5.4043 0.000
H 1.8449 3.1522 4.6039 0.000
H 0.5744 5.1784 1.8882 0.000
H 1.8527 4.9199 3.0747 0.000
H 0.3343 5.6697 3.5744 0.000
Cl 1.4999 4.5131 -1.2252 0.000
C 2.3484 3.1583 -1.9411 -0.004
C 3.6214 3.4244 -2.4268 0.001
C 4.3970 2.3956 -2.9343 -0.004
C 3.8796 1.1042 -2.9339 0.001
C 2.5972 0.8684 -2.4631 -0.004
C 1.7703 1.8853 -1.9713 -0.001
C 0.3672 1.6333 -1.5150 -0.020
H 3.9917 4.4409 -2.4033 0.000
H 5.3834 2.6019 -3.3296 0.000
H 4.4704 0.2820 -3.3197 0.000
H 2.2067 -0.1462 -2.4812 0.000
H -0.1893 1.0530 -2.2568 0.003
H -0.1511 2.5776 -1.3634 0.005
C 1.2331 -1.1874 -6.0823 0.000
C -0.1579 -0.6865 -5.7034 0.000
C -0.8866 -1.5994 -4.7205 0.000
S -0.0271 -1.6871 -3.1447 0.000
O -1.0693 -1.7656 -2.0510 0.001
C 0.7441 -3.3300 -3.2823 0.000
C -0.0328 -4.3789 -2.4878 0.000
C -1.2671 -4.8879 -3.2258 0.000
H 1.7079 -0.5215 -6.8021 0.000
H 1.1870 -2.1826 -6.5328 0.000
H 1.8967 -1.2403 -5.2123 0.000
H -0.7736 -0.5975 -6.5998 0.000
H -0.0851 0.3137 -5.2688 0.000
H -1.0224 -2.6037 -5.1243 0.000
H -1.8592 -1.1943 -4.4329 0.000
H 1.7619 -3.2135 -2.9067 0.000
H 0.8044 -3.5742 -4.3437 0.000
H -0.3396 -3.9351 -1.5395 0.000
H 0.6466 -5.2020 -2.2570 0.000
H -2.0039 -4.0892 -3.3389 0.000
H -1.7478 -5.7041 -2.6843 0.000
H -1.0085 -5.2615 -4.2202 0.000


Entry 3:
67
Properties=species:S:1:pos:R:3:mulliken_charge:R:1 method="wB97M-V/def2-TZVPD" energy_ev=-40239.64919 multiplicity=1 smiles="CCCCCCN(CCCOC)C1=[N+](N=C(C)C)[C@H]([C@H](C)CC)[C@@H](S)N1" largest_force_ha_per_bohr=0.041 charge=+1 e_homo_ev=-11.9896
C -5.5848 0.5109 -1.3001 -1.055
C -4.9671 -0.3723 -2.3862 -0.651
C -3.8646 -1.2932 -1.8638 -1.062
C -2.6490 -0.5382 -1.2812 -0.161
C -2.4440 -0.8763 0.1941 -1.044
C -1.2713 -0.1952 0.9368 -1.131
N -0.1266 0.2520 0.1261 1.273
C -0.2908 1.5125 -0.6531 -0.924
C 0.2186 2.7253 0.1193 0.311
C 0.5778 3.8779 -0.8352 -1.050
O -0.1465 3.7353 -2.0345 -0.265
C 0.4302 4.4456 -3.1144 -0.789
C 1.0275 -0.3232 0.1100 -0.854
N 2.1184 0.2463 -0.5588 -0.266
C 3.0600 0.3429 0.5954 -0.596
S 4.7683 0.4713 0.0973 -0.137
C 2.6679 -0.8827 1.4984 -0.248
C 2.6689 -0.7078 3.0176 0.358
C 2.9327 -2.0871 3.6552 -1.529
C 1.4047 -0.0538 3.6071 -0.380
C 1.4558 1.4771 3.6416 -1.229
N 1.4427 -1.4613 0.8583 0.910
N 1.9598 -2.5106 0.0007 -0.788
C 1.2302 -2.9976 -0.9337 0.875
C 1.9513 -3.5327 -2.1361 -1.361
C -0.2510 -3.1708 -0.8814 -1.117
H -6.2749 -0.0539 -0.6725 0.314
H -4.8363 0.9488 -0.6353 0.248
H -6.1320 1.3306 -1.7635 0.326
H -5.7618 -1.0126 -2.7742 0.433
H -4.6107 0.2452 -3.2134 0.340
H -4.3113 -1.8708 -1.0473 0.373
H -3.5438 -2.0067 -2.6226 0.409
H -1.7519 -0.6787 -1.8854 0.531
H -2.8976 0.5243 -1.3346 0.111
H -3.3532 -0.5522 0.7059 0.567
H -2.4057 -1.9513 0.3471 0.474
H -1.6530 0.6874 1.4515 0.558
H -0.8978 -0.8603 1.7105 0.296
H -1.3568 1.6262 -0.8073 0.363
H 0.1656 1.4055 -1.6283 0.375
H 1.1059 2.4808 0.6986 -0.450
H -0.5520 3.0810 0.8031 0.441
H 1.6576 3.9334 -1.0088 0.459
H 0.2969 4.8213 -0.3536 0.401
H 0.3385 5.5263 -2.9790 0.300
H 1.4941 4.2015 -3.2002 0.337
H -0.0702 4.1473 -4.0308 0.254
H 2.4572 -0.3043 -1.3366 0.448
H 2.8244 1.2749 1.1086 -0.073
H 4.7956 -0.5595 -0.7581 0.147
H 3.4381 -1.6274 1.3048 0.890
H 3.5001 -0.0316 3.2431 0.383
H 2.5579 -2.8732 2.9971 0.371
H 2.4556 -2.1836 4.6257 0.406
H 4.0078 -2.2463 3.7410 0.354
H 0.4983 -0.4249 3.1292 0.012
H 1.3494 -0.3749 4.6487 0.463
H 2.3717 1.7765 4.1532 0.414
H 0.6018 1.8953 4.1691 0.387
H 1.5171 1.8886 2.6340 0.219
H 1.4274 -4.3608 -2.6098 0.386
H 2.9178 -3.9220 -1.8073 0.408
H 2.1435 -2.7221 -2.8382 0.256
H -0.7476 -2.6741 -1.7158 0.217
H -0.4367 -4.2398 -1.0032 0.548
H -0.6478 -2.8583 0.0751 0.214